The following is a quantum chemistry calculation of a structure of composition C25H37LiN6O2PS, from the Open Molecules 2025 dataset.

Properties
Relative energy (zero: lowest compared OMol25 entry of this formula, charge and spin) ... 2.68 kcal/mol
Total charge ... -1

```
73
Properties=species:S:1:pos:R:3:forces:R:3:mulliken_charge:R:1
Li -0.851157 -0.340494 -0.602364 -0.023 0.075 0.093 0.48
C 2.799722 -2.029704 -2.272807 0.001 -0.003 0.001 -2.14
C 1.726966 -1.150115 -1.708286 0.001 -0.011 -0.005 0.03
N 0.989623 -1.441202 -0.700390 -0.018 0.015 -0.013 1.86
N 1.207381 -2.626894 -0.084844 -0.009 -0.012 0.005 -1.67
C 0.383557 -2.845926 0.927078 0.040 0.022 0.021 0.34
N 0.632276 -4.038946 1.575041 -0.013 -0.005 -0.009 -0.52
S -0.886305 -1.874160 1.534050 -0.035 -0.004 -0.016 -0.53
C 1.435462 0.143845 -2.357585 0.003 0.010 -0.001 1.13
C 2.259365 0.661896 -3.360110 0.002 0.002 0.006 -1.05
C 1.950603 1.884049 -3.927743 0.000 0.000 -0.001 -0.60
C 0.824563 2.566432 -3.494027 -0.001 0.003 0.001 -1.11
C 0.057630 1.974612 -2.501562 0.004 -0.011 0.002 -0.28
N 0.348041 0.808909 -1.945746 -0.005 -0.009 -0.028 0.93
H 2.821885 -2.961486 -1.716450 0.002 0.000 -0.001 0.41
H 3.783357 -1.554345 -2.208545 0.001 0.000 0.002 0.35
H 2.586018 -2.242210 -3.322848 -0.002 0.002 0.000 0.36
H 1.142495 -4.709732 1.020676 0.002 -0.001 0.000 0.24
H -0.148366 -4.391853 2.101472 -0.001 -0.002 -0.001 0.25
H 3.125850 0.106616 -3.688738 0.000 0.000 0.000 0.45
H 2.581018 2.298397 -4.705416 0.000 0.000 0.000 0.40
H 0.539590 3.522196 -3.912582 0.000 0.000 -0.001 0.45
H -0.841220 2.456180 -2.130804 0.000 0.001 -0.007 0.26
C -0.755901 3.572320 3.721302 -0.006 0.002 -0.007 -1.53
C -1.086506 2.476749 2.706840 -0.010 -0.012 -0.002 0.52
C -1.730541 1.266132 3.388864 -0.001 0.005 0.006 -1.38
P 0.197931 1.837557 1.513985 0.047 -0.002 -0.031 0.87
C 1.079166 3.364446 0.891346 0.004 0.010 0.014 0.56
C 2.060271 4.132569 1.777198 0.004 -0.003 0.007 -1.52
C 0.027785 4.312519 0.307823 -0.011 0.003 -0.006 -1.70
C 1.444991 0.892037 2.517859 -0.006 0.004 0.006 1.02
C 2.639796 0.585085 1.609950 -0.007 -0.012 -0.003 -1.63
C 1.901845 1.383766 3.890241 0.005 0.009 -0.002 -1.65
H -1.639921 3.782942 4.332669 -0.001 0.000 0.002 0.48
H -0.466628 4.505325 3.237893 -0.002 -0.011 0.013 0.27
H 0.047611 3.283663 4.396584 0.023 -0.016 0.015 0.17
H -1.839575 2.888137 2.023049 -0.001 -0.003 -0.002 0.33
H -1.041026 0.785584 4.086213 -0.003 0.003 0.000 0.22
H -2.027624 0.510444 2.661403 0.001 -0.004 -0.006 0.16
H -2.614375 1.575485 3.954108 0.000 -0.001 0.000 0.48
H 1.648339 2.962490 0.043933 0.003 0.004 0.001 0.30
H 1.587292 4.513811 2.682218 0.004 -0.002 -0.006 0.17
H 2.462508 4.990917 1.227765 0.001 0.001 -0.001 0.48
H 2.904165 3.514100 2.078712 0.000 -0.001 -0.002 0.28
H -0.505330 4.845653 1.098561 0.004 -0.004 -0.017 0.31
H -0.712464 3.769540 -0.282922 0.005 0.008 0.000 0.24
H 0.497212 5.061093 -0.336448 0.001 0.001 0.000 0.45
H 0.916821 -0.058338 2.658312 0.002 0.004 0.000 0.01
H 3.258222 1.469532 1.435770 0.002 0.008 0.002 0.23
H 2.307730 0.198868 0.645322 0.006 0.014 0.006 0.18
H 3.272944 -0.177510 2.070631 -0.001 0.003 0.001 0.49
H 2.351372 2.377223 3.856664 -0.003 -0.006 0.004 0.20
H 2.653779 0.694375 4.287979 -0.001 0.003 0.001 0.48
H 1.080313 1.408971 4.605500 -0.013 0.011 0.008 0.32
N -2.757083 0.941100 -0.711239 0.026 -0.096 -0.023 -0.49
H -3.288346 0.103183 -0.457352 -0.024 0.017 -0.002 0.19
H -2.791113 0.961551 -1.725533 -0.009 0.007 0.000 0.21
H -3.248487 1.753747 -0.359604 0.029 0.004 0.029 0.20
O -0.292490 -2.260725 -3.478746 0.005 -0.001 -0.002 -0.69
C -1.218212 -2.516964 -2.723323 -0.011 0.006 -0.002 -0.16
N -1.903445 -1.642457 -1.923199 -0.019 -0.023 -0.056 0.04
C -2.936153 -2.310160 -1.327726 -0.008 0.006 -0.009 0.06
O -3.817679 -1.825409 -0.627403 -0.001 -0.004 0.003 -0.86
C -2.868673 -3.774435 -1.692386 0.004 -0.001 0.009 0.29
C -3.632243 -4.857869 -1.314140 -0.001 -0.002 0.002 -0.42
C -3.284247 -6.101777 -1.838829 0.000 0.002 0.001 -0.43
C -2.209372 -6.233621 -2.714699 0.001 -0.001 -0.001 -0.45
C -1.451013 -5.125808 -3.091117 0.001 0.000 -0.003 -0.41
C -1.804077 -3.904207 -2.558982 0.009 -0.003 0.004 0.35
H -4.461803 -4.738838 -0.628600 0.000 0.000 0.000 0.46
H -3.852742 -6.981739 -1.561471 0.000 0.000 0.000 0.37
H -1.960716 -7.214074 -3.103905 0.001 0.000 0.000 0.37
H -0.610661 -5.213044 -3.768542 0.000 0.000 0.000 0.46
```
Positions in Å, forces in eV/Å.

---

The following is a quantum chemistry calculation of the ion C9H14Br2NO with charge +1, from the Open Molecules 2025 dataset.

Properties
Relative energy (zero: lowest compared OMol25 entry of this formula, charge and spin) ... 16.09 kcal/mol
SMILES string ... CCCC1=CC(Br)=C(Br)[C@](C)(O)[NH2+]1
Total charge ... +1

```
27
Properties=species:S:1:pos:R:3:forces:R:3:mulliken_charge:R:1
C -0.990421 -1.448449 0.824539 -0.133 0.959 0.199 -0.33
C -2.302782 -1.189670 0.323516 -1.560 -1.526 0.311 -0.05
C -2.605657 -0.027359 -0.181132 0.592 2.473 -2.446 -0.22
C 0.004218 -0.575931 0.763177 1.214 -2.676 0.754 0.23
C -1.346901 0.934805 -0.686769 -3.915 2.301 -0.818 0.61
C -1.498789 2.517450 -0.442528 -0.149 -1.141 -3.152 -1.58
C 2.995872 -0.316306 -0.380958 -0.559 -0.868 1.049 -1.13
C 1.296720 -0.779606 1.508695 2.185 3.044 -2.328 -1.23
C 2.540770 -1.291057 0.683381 -1.619 0.384 -0.657 -0.42
N -0.034776 0.479023 -0.208676 0.066 0.666 1.694 0.18
O -1.161133 0.730538 -2.043639 -0.243 -0.503 -1.975 -0.64
Br -3.614138 -2.583659 0.642597 0.851 0.850 -0.248 -0.11
Br -4.317009 0.339220 -1.015517 1.354 0.163 0.690 -0.04
H -0.966895 -2.308283 1.420642 0.689 -0.981 0.988 0.48
H -2.308342 3.060501 -1.033344 0.350 -1.480 1.021 0.36
H -0.638870 3.042517 -0.908918 0.138 -0.601 0.866 0.43
H -1.616711 2.598112 0.574817 -0.179 1.072 2.390 0.49
H 2.845179 0.697752 0.044372 1.668 -0.199 -0.565 0.27
H 2.276380 -0.398032 -1.148134 -0.712 0.040 -1.423 0.31
H 3.884858 -0.847014 -0.755199 0.406 1.776 -0.140 0.38
H 1.274712 -1.535544 2.179058 -1.184 -1.849 2.754 0.47
H 1.625436 0.214003 1.975848 -0.563 -1.266 -0.204 0.37
H 2.198169 -2.176419 0.130787 0.316 -0.261 0.526 0.37
H 3.380985 -1.528290 1.322639 -0.191 -0.165 0.470 0.44
H 0.573683 1.204258 0.176489 -0.349 0.655 -0.230 0.52
H 0.382305 0.212150 -1.075698 0.903 -0.678 -1.018 0.34
H -1.876866 0.975292 -2.690043 0.622 -0.189 1.494 0.48
```
Positions in Å, forces in eV/Å.

---

The following is a quantum chemistry calculation of an isolated molecule of C3H7N3S, from the Open Molecules 2025 dataset.

Properties
Relative energy (zero: lowest compared OMol25 entry of this formula, charge and spin) ... 90.70 kcal/mol
SMILES string ... NC(N)=C/C=N\S

```
14
Properties=species:S:1:pos:R:3:forces:R:3:mulliken_charge:R:1
C 0.974984 0.159387 1.063189 -0.974 1.401 0.308 0.32
C -0.240249 -0.571530 1.273020 4.915 -0.838 -0.811 -0.17
C -1.467703 -0.196851 0.553877 1.776 -1.369 -4.278 -0.47
H 3.018992 0.106975 0.903804 0.776 0.781 -1.245 0.25
H 2.569657 -0.948287 1.992061 -0.898 0.237 -0.014 0.24
H -0.013635 1.740656 0.210172 -1.715 0.250 -0.566 0.27
H 1.278079 2.320301 0.931215 0.095 -1.153 -0.255 0.27
H -0.091107 -1.744503 1.643474 -0.637 3.326 -0.819 0.20
H -2.290168 -0.135480 1.110759 -3.470 0.325 2.100 0.46
H 0.767184 -0.184900 -1.392748 -2.979 -0.573 -0.728 0.17
N 2.326404 -0.044892 1.582101 -2.688 -0.695 0.348 -0.57
N 0.937537 1.540250 0.334020 1.584 -2.650 2.243 -0.57
N -1.724522 -0.263174 -0.768199 -0.884 0.953 6.357 -0.28
S -0.726070 -0.382880 -1.923420 5.100 0.006 -2.643 -0.11
```
Positions in Å, forces in eV/Å.

---

Listing HOMO energy for the structures above in their given order: -0.15358 -0.46924 -0.30317 Eh.
Listing molecular weight for the structures above in their given order: 523.593 312.025 117.177 g/mol.
Listing orbital gap for the structures above in their given order: 6.7 8.8 8.7 eV.